The following is a DFT calculation (the ωB97M-V functional and the def2-TZVPD basis) of an isolated molecule of C19H22N2O3S at a distorted geometry.

The net charge is 0. The SMILES is CS(=O)(=O)N(CC(=O)N1CCc2ccccc2C1)Cc1ccccc1. Its energy relative to the best compared isomer or geometry (same formula, charge and spin) is 18.821 eV. The calculation puts the orbital gap at 8.5 eV. Its calculated total energy is -1470.01241 a.u.

```
47
Properties=species:S:1:pos:R:3:forces:R:3
C 2.53411 0.01787 -1.58353 -5.41 1.63 2.44
S 1.59068 1.80438 -1.08954 3.04 -6.90 -3.28
O 2.41156 2.73046 -1.79208 -1.12 2.00 -0.77
O 1.81659 1.62478 0.28516 -1.91 1.36 3.81
N -0.02577 1.62005 -1.66778 4.09 1.20 2.43
C -1.01003 1.14622 -0.77330 4.25 1.25 4.72
C -0.47456 -0.13939 -0.01262 0.25 -4.66 -13.95
O -0.17474 -1.29126 -0.85354 -1.10 6.00 3.30
N -0.61986 -0.34004 1.15167 0.36 1.91 11.69
C -0.01080 -1.45041 1.81691 4.54 -5.52 0.27
C -0.78027 -2.10050 2.95881 -3.46 8.31 -1.19
C -1.12213 -1.01722 4.10246 2.72 -0.01 -8.26
C -1.06800 -1.24700 5.34953 -2.05 -1.68 9.48
C -1.15047 -0.14211 6.38151 0.65 -7.15 -3.43
C -1.02245 1.03933 5.89101 -2.23 5.73 1.28
C -1.09120 1.45450 4.57110 2.40 -5.78 -1.75
C -0.91740 0.29037 3.65294 -1.49 6.93 0.23
C -0.79714 1.00996 2.21626 -1.10 -7.57 0.21
C -0.12161 1.89845 -3.04616 -2.40 -3.09 -0.79
C 0.15434 0.60488 -3.89092 0.50 -4.20 -2.15
C -0.75460 -0.77879 -3.75180 0.98 16.33 6.65
C -0.56171 -1.64541 -4.51548 11.72 -5.19 -10.46
C 0.92006 -1.86891 -5.31421 -5.93 4.36 2.83
C 1.49711 -0.65852 -5.48560 6.89 -10.16 -7.43
C 1.26472 0.36553 -4.83312 -3.07 14.59 9.83
H 2.75488 0.19538 -2.52241 1.87 0.51 -4.49
H 3.22475 -0.15424 -0.85190 2.15 0.16 1.62
H 1.74705 -0.72305 -1.49824 -0.15 -0.11 -0.12
H -1.19627 1.99421 -0.01940 -0.19 -1.33 -0.88
H -1.85571 0.88884 -1.22404 -3.53 -1.11 -2.11
H 1.16052 -1.40510 2.20221 -2.78 1.29 -1.10
H 0.18430 -2.35748 1.07183 -0.85 2.35 1.01
H -1.70550 -2.35113 2.50505 -1.82 0.53 -0.88
H -0.75824 -2.97413 3.33945 2.71 -6.27 2.76
H -1.27024 -2.31691 5.73649 0.77 1.66 -0.62
H -1.31961 -0.35339 7.38998 0.00 -0.35 1.30
H -1.32490 1.71592 6.68575 0.82 1.18 -0.17
H -0.77978 2.40363 4.24497 -0.30 1.29 -0.29
H 0.11569 1.53303 2.15110 0.45 1.21 -0.49
H -1.80443 1.20616 1.89845 0.11 1.51 0.08
H -1.21283 2.16081 -3.00414 0.84 0.37 -1.69
H 0.57161 2.66176 -3.24080 0.44 1.30 -0.92
H -1.61765 -0.59658 -3.24282 -2.20 -0.11 1.81
H -0.94001 -2.46924 -4.45135 -5.17 -9.05 0.26
H 0.98357 -2.59178 -6.01819 0.45 -2.61 -1.60
H 2.55878 -0.78534 -6.23181 -3.08 0.95 2.10
H 1.99756 1.39140 -4.68785 -1.68 -3.04 -1.29
```
Positions in Å, forces in eV/Å.